(1)
C29H38AsMnN6O6 | ωB97M-V/def2-TZVPD

Summary:
Spin multiplicity   2
HOMO energy (alpha / beta)   -4.21 / -3.69 eV
Largest force on an atom   0.007 hartree/bohr
Total charge   -1

Cartesian coordinates (Å):
Mn1 -2.336 0.161 0.243
N1 -2.950 -0.666 -1.593
C1 -4.308 -0.160 -1.862
C2 -5.088 -0.118 -0.536
O1 -6.292 -0.400 -0.545
N2 -4.299 0.175 0.495
C3 -4.661 -0.348 1.801
C4 -3.587 -1.379 2.219
O2 -3.806 -2.136 3.162
O3 -2.527 -1.389 1.485
H1 -2.318 -0.490 -2.366
H2 -2.974 -1.672 -1.440
H3 -4.871 -0.785 -2.557
H4 -4.229 0.839 -2.296
H5 -5.640 -0.829 1.796
H6 -4.677 0.434 2.565
O4 -0.422 -0.440 -0.108
N3 0.459 -0.114 0.759
N4 0.020 0.670 1.671
O5 -1.202 1.125 1.715
C5 0.982 1.213 2.580
C6 2.231 0.623 2.736
C7 3.148 1.210 3.592
C8 2.824 2.368 4.290
C9 1.568 2.933 4.134
C10 0.636 2.357 3.282
H7 2.470 -0.279 2.194
H8 4.122 0.754 3.719
H9 3.547 2.820 4.957
H10 1.304 3.830 4.678
H11 -0.352 2.770 3.145
C11 2.220 1.201 -2.173
C12 1.640 2.541 -2.603
N5 1.771 3.585 -1.592
C13 3.126 4.026 -1.269
C14 3.524 3.637 0.149
C15 0.754 4.354 -1.114
O6 0.960 5.433 -0.575
C16 -0.651 3.827 -1.159
C17 -1.713 4.715 -1.276
C18 -3.000 4.229 -1.134
C19 -3.187 2.889 -0.831
N6 -2.173 2.029 -0.704
C20 -0.935 2.501 -0.882
H12 2.106 0.472 -2.977
H13 1.723 0.805 -1.288
H14 3.285 1.286 -1.952
H15 0.590 2.437 -2.864
H16 2.153 2.887 -3.508
H17 3.181 5.108 -1.391
H18 3.798 3.569 -1.997
H19 2.844 4.093 0.869
H20 4.536 3.980 0.369
H21 3.486 2.555 0.285
H22 -1.514 5.765 -1.446
H23 -3.858 4.882 -1.214
H24 -4.170 2.478 -0.633
H25 -0.139 1.782 -0.754
C21 -1.292 -5.776 -0.786
As1 -1.457 -3.828 -0.551
C22 -0.698 -3.749 1.241
C23 0.138 -3.298 -1.634
C24 1.454 -3.808 -1.154
C25 2.197 -3.076 -0.225
C26 3.407 -3.554 0.253
C27 3.905 -4.775 -0.185
C28 3.180 -5.509 -1.112
C29 1.969 -5.029 -1.591
H26 -0.296 -6.127 -0.514
H27 -1.508 -6.052 -1.819
H28 -2.027 -6.258 -0.141
H29 0.144 -4.434 1.340
H30 -1.490 -3.989 1.949
H31 -0.400 -2.724 1.447
H32 0.122 -2.208 -1.619
H33 -0.073 -3.640 -2.650
H34 1.810 -2.125 0.122
H35 3.965 -2.971 0.975
H36 4.849 -5.148 0.191
H37 3.558 -6.461 -1.467
H38 1.411 -5.607 -2.319

(2)
C29H38AsN4NaO4S4 | ωB97M-V/def2-TZVPD

Summary:
HOMO energy   -7.60 eV
Largest force on an atom   0.026 hartree/bohr
Total charge   0

Cartesian coordinates (Å):
Na1 -0.267 -0.579 0.796
C1 -3.247 1.040 -1.694
C2 -3.420 2.332 -0.896
S1 -2.038 2.637 0.226
C3 -2.877 3.052 1.772
C4 -2.048 2.600 2.973
S2 -1.821 0.817 3.134
C5 -3.472 0.339 3.674
C6 -3.606 -1.178 3.744
S3 -3.276 -2.104 2.229
C7 -4.666 -1.616 1.182
C8 -4.490 -0.342 0.359
S4 -3.064 -0.474 -0.726
H1 -2.337 1.082 -2.295
H2 -4.083 0.936 -2.391
H3 -4.342 2.299 -0.315
H4 -3.532 3.157 -1.603
H5 -3.858 2.573 1.787
H6 -3.042 4.128 1.848
H7 -2.489 2.992 3.893
H8 -1.042 3.018 2.913
H9 -4.232 0.747 3.008
H10 -3.660 0.749 4.670
H11 -4.605 -1.437 4.105
H12 -2.898 -1.581 4.470
H13 -5.559 -1.531 1.808
H14 -4.837 -2.459 0.511
H15 -4.370 0.520 1.011
H16 -5.393 -0.188 -0.240
O1 1.134 -0.522 2.444
C9 2.223 0.040 2.461
C10 2.705 1.028 1.524
C11 3.976 1.558 1.774
C12 4.478 2.546 0.973
C13 3.723 3.074 -0.091
C14 2.484 2.580 -0.357
C15 1.915 1.495 0.405
O2 0.805 1.001 0.099
N1 5.808 3.075 1.238
O3 6.418 2.637 2.193
O4 6.211 3.970 0.519
H17 2.933 -0.208 3.273
H18 4.566 1.190 2.603
H19 4.144 3.878 -0.680
H20 1.881 2.983 -1.158
C16 -0.173 -5.111 0.898
As1 0.347 -3.321 1.504
C17 2.227 -3.450 0.950
C18 0.566 -3.759 3.398
H21 0.545 -5.858 1.240
H22 -0.220 -5.130 -0.191
H23 -1.160 -5.353 1.291
H24 2.708 -4.299 1.439
H25 2.768 -2.537 1.194
H26 2.258 -3.591 -0.131
H27 1.234 -4.612 3.527
H28 -0.411 -4.005 3.815
H29 0.962 -2.888 3.916
C19 -0.228 -2.893 -3.546
C20 -0.538 -2.569 -2.235
N2 0.225 -1.778 -1.484
C21 1.316 -1.266 -2.040
C22 1.707 -1.507 -3.348
C23 0.919 -2.357 -4.108
C24 2.941 -0.891 -3.892
C25 3.170 0.398 -4.119
C26 2.239 1.530 -3.924
C27 2.708 2.833 -4.034
C28 1.791 3.852 -3.882
N3 0.505 3.624 -3.626
C29 0.167 2.341 -3.533
N4 0.950 1.283 -3.681
H30 -0.879 -3.545 -4.110
H31 -1.432 -2.965 -1.767
H32 1.905 -0.605 -1.418
H33 1.186 -2.581 -5.133
H34 3.747 -1.580 -4.124
H35 4.143 0.672 -4.508
H36 3.751 3.038 -4.229
H37 2.095 4.889 -3.963
H38 -0.875 2.135 -3.324